97
Properties=species:S:1:pos:R:3:mulliken_spin:R:1 method="wB97M-V/def2-TZVPD" mol_weight_g_mol=803.85 largest_force_ha_per_bohr=0.0323 relative_energy_kj_mol=108.9 orbital_gap_ev="7.4895 / 7.5041" multiplicity=2
Ti -0.71138 -0.26049 0.31765 0.93
C -2.88161 -1.99995 -1.42529 0.01
N -2.72570 -1.47304 -0.04179 -0.02
C -3.86325 -0.53978 0.19041 0.01
C -3.63864 0.30270 1.41205 0.00
N -2.46065 1.21007 1.22400 -0.03
C -2.13751 1.76992 2.55394 0.01
C -2.88467 2.29135 0.30435 0.01
C -3.73146 3.30532 0.74615 0.00
C -4.19344 4.28938 -0.11643 0.00
C -3.82405 4.24564 -1.45391 0.00
C -2.99375 3.23173 -1.90169 0.00
C -2.50013 2.24884 -1.03633 0.00
S -1.41171 1.03430 -1.67162 -0.02
C -2.81846 -2.57594 0.94606 0.02
C -3.70397 -3.62696 0.71926 0.00
C -3.83127 -4.66989 1.61927 0.00
C -3.06726 -4.66396 2.77885 0.00
C -2.20104 -3.61379 3.02061 0.00
C -2.06022 -2.54978 2.12073 0.01
S -0.96201 -1.23761 2.54354 -0.04
H -2.26294 -2.87635 -1.56187 -0.01
H -2.60356 -1.21591 -2.12055 0.01
H -3.92310 -2.26716 -1.62105 0.00
H -4.78811 -1.11115 0.29799 0.00
H -3.95529 0.09233 -0.69024 0.00
H -3.43936 -0.32462 2.27680 0.00
H -4.52864 0.90234 1.61611 0.00
H -3.01438 2.21392 3.02808 0.00
H -1.37519 2.52155 2.44222 0.00
H -1.78105 0.96945 3.19133 0.00
H -4.05045 3.33821 1.77918 0.00
H -4.84428 5.07162 0.25514 0.00
H -4.18222 4.99788 -2.14701 0.00
H -2.69882 3.18450 -2.94437 0.00
H -4.29989 -3.64749 -0.18367 0.00
H -4.51415 -5.48379 1.40837 0.00
H -3.14304 -5.47770 3.49109 0.00
H -1.59729 -3.59640 3.92029 0.00
C 0.34178 -1.30785 -3.27855 0.01
N 1.78814 -1.14590 -3.30051 0.00
C 2.39786 -1.41590 -4.59232 0.00
C 2.48794 -0.89311 -2.17219 0.01
N 1.84518 -0.38870 -1.15337 -0.01
C 2.27292 -0.53837 0.16073 0.00
C 3.19089 -1.49018 0.64320 0.00
C 3.56134 -1.52375 1.96975 0.00
C 3.01059 -0.63211 2.89459 0.00
C 2.05866 0.25733 2.45981 -0.01
C 1.67781 0.29293 1.11799 0.01
N 0.65902 1.24062 0.70240 -0.03
C 0.93891 2.49949 0.76596 0.08
N 2.22125 2.98776 0.89573 0.01
C 3.31999 2.41597 0.14556 0.00
C 2.60062 4.03778 1.82706 0.00
N -0.12038 3.40247 0.46634 0.01
C 0.04302 3.89005 -0.90955 0.01
C -0.39319 4.53009 1.36051 0.00
N 3.85762 -1.13391 -2.27889 0.00
C 4.31190 -2.49343 -2.53289 0.00
C 4.84652 -0.25667 -1.69431 0.00
H -0.15020 -0.45667 -3.75250 0.00
H -0.01045 -1.38099 -2.25743 0.01
H 0.07551 -2.22445 -3.80888 0.00
H 1.77029 -0.97585 -5.36806 0.00
H 2.47411 -2.48924 -4.78736 0.00
H 3.38492 -0.97032 -4.65304 0.00
H 3.57929 -2.23399 -0.03942 0.00
H 4.27319 -2.27220 2.29831 0.00
H 3.29700 -0.66389 3.93799 0.00
H 1.56547 0.92793 3.15551 0.00
H 2.92002 1.83075 -0.67458 0.00
H 3.97722 1.78696 0.75367 0.00
H 3.90751 3.23888 -0.27239 0.00
H 1.85025 4.18610 2.59344 0.00
H 2.79293 4.99294 1.32918 0.00
H 3.51941 3.72690 2.33072 0.00
H 0.13877 3.04277 -1.58894 0.00
H 0.91551 4.55082 -1.00794 0.00
H -0.85612 4.44511 -1.17959 0.00
H -1.41780 4.85743 1.17503 0.00
H 0.27289 5.38132 1.18825 0.00
H -0.32179 4.24676 2.40740 0.00
H 3.46105 -3.15927 -2.65987 0.00
H 4.89049 -2.85775 -1.67716 0.00
H 4.95181 -2.54446 -3.41911 0.00
H 4.50920 0.77226 -1.75221 0.00
H 5.76043 -0.33820 -2.28779 0.00
H 5.09304 -0.49627 -0.65583 0.00
F 0.32194 -5.38136 1.25451 0.00
C 1.08501 -4.33451 0.96132 0.00
F 1.17666 -3.55520 2.02794 0.00
F 2.30975 -4.78294 0.66330 0.00
S 0.39014 -3.45793 -0.54657 -0.01
O 1.51607 -3.38272 -1.44343 0.00
O -0.71510 -4.27713 -0.94523 0.00
O -0.02288 -2.09545 -0.08390 0.00



96
Properties=species:S:1:pos:R:3:mulliken_spin:R:1 method="wB97M-V/def2-TZVPD" mol_weight_g_mol=847.05 largest_force_ha_per_bohr=0.0486 orbital_gap_ev="3.4031 / 6.5269" multiplicity=6
Ru 0.24448 -0.05369 0.96233 3.37
C 1.71895 0.46279 4.57348 0.00
Si 2.36199 -0.72585 3.20979 -0.02
C 4.03931 -1.48284 3.72731 0.00
C 1.13765 -2.17811 2.95758 0.06
N 2.28990 0.16093 1.72570 0.12
C 3.27889 0.77924 1.05581 0.01
C 4.49888 1.15768 1.64887 0.04
C 5.50449 1.75584 0.92236 -0.02
C 5.33313 2.02457 -0.42847 0.04
C 4.13870 1.68552 -1.04514 -0.03
C 3.12675 1.06957 -0.32763 0.04
O 1.90733 0.75824 -0.89812 -0.02
C 1.91924 0.47699 -2.25073 0.01
C 2.79023 -0.47180 -2.77324 0.00
C 2.80900 -0.71198 -4.13318 -0.01
C 1.93780 -0.03913 -4.97357 0.01
C 1.05196 0.88479 -4.44898 0.00
C 1.04591 1.15342 -3.09217 0.01
H 1.63383 -0.03785 5.53156 0.00
H 0.74240 0.85433 4.29668 0.00
H 2.38029 1.31320 4.70376 0.00
H 3.89485 -2.19610 4.53166 0.00
H 4.74440 -0.73912 4.07842 0.00
H 4.50138 -2.00661 2.89834 0.00
H 0.86108 -2.66890 3.88432 0.00
H 1.57310 -2.92887 2.30465 0.01
H 0.21419 -1.82768 2.47384 -0.03
H 4.62178 0.96315 2.70231 0.00
H 6.43154 2.01620 1.41325 0.00
H 6.11944 2.49558 -0.99989 0.00
H 3.98927 1.91049 -2.09260 0.00
H 3.44692 -1.00988 -2.10532 0.00
H 3.49893 -1.43531 -4.53739 0.00
H 1.94442 -0.24229 -6.03271 0.00
H 0.37520 1.41517 -5.10201 0.00
H 0.37023 1.88144 -2.67677 -0.01
C 0.90643 -4.15896 -1.35648 0.02
C 0.30608 -2.79840 -1.22769 0.12
O 0.43658 -2.10331 -0.22394 0.13
H 0.96974 -4.60446 -0.36718 0.00
H 1.90873 -4.07965 -1.77190 0.00
H 0.29724 -4.77942 -2.01157 -0.01
F -0.82733 -5.62437 -7.40039 0.01
C -0.71095 -4.92289 -6.25577 0.29
C -1.85439 -4.59698 -5.50736 -0.01
F -3.05122 -5.05993 -5.91159 0.00
C -1.74227 -3.84042 -4.36790 0.15
F -2.85045 -3.53431 -3.66242 0.00
C -0.48751 -3.40221 -3.86876 0.23
S -0.46095 -2.10708 -2.67504 0.08
C 0.64894 -3.76478 -4.63991 0.12
F 1.87827 -3.41193 -4.20648 0.01
C 0.54639 -4.51027 -5.78768 -0.02
F 1.65566 -4.85340 -6.46930 0.00
C -4.42324 2.08808 4.47304 0.00
N -3.19695 1.97167 3.70152 0.01
C -3.27898 2.65028 2.42915 0.01
C -2.45965 0.81281 3.77389 0.02
S -2.01993 -0.03016 2.36421 0.05
N -2.20103 0.32544 5.01538 0.01
C -1.69191 -1.00992 5.18922 0.00
C -2.04853 1.17716 6.17349 0.00
H -5.29018 1.80996 3.86350 0.00
H -4.54662 3.12236 4.79735 0.00
H -4.39631 1.43955 5.34143 0.00
H -3.51274 3.69934 2.61578 0.00
H -4.04976 2.23299 1.77080 0.00
H -2.32076 2.56787 1.92395 0.00
H -1.99381 -1.62178 4.34333 0.00
H -2.10121 -1.42733 6.10972 0.00
H -0.60218 -1.01771 5.25000 0.00
H -2.23927 2.21581 5.92028 0.00
H -1.02626 1.09156 6.55189 0.00
H -2.72898 0.87187 6.97395 0.00
C -2.37913 3.97410 -0.84269 0.00
N -1.41676 2.89305 -0.85052 0.00
C -0.26339 3.05405 0.01035 0.05
C -1.76116 1.62766 -1.23540 0.00
N -1.13776 0.61402 -0.74988 0.08
N -2.81384 1.52738 -2.13545 0.01
C -3.43223 0.22108 -2.25908 0.00
C -2.70799 2.21251 -3.40981 0.00
H -2.51100 4.34747 0.17653 0.00
H -3.34128 3.61992 -1.20540 0.00
H -2.03845 4.80189 -1.47241 0.00
H -0.25897 4.06129 0.41722 0.01
H 0.66011 2.89314 -0.55001 0.00
H -0.26947 2.31760 0.84849 -0.01
H -1.35587 -0.27388 -1.19785 0.02
H -3.58045 -0.20121 -1.26662 0.00
H -2.84404 -0.47475 -2.86876 0.00
H -4.40451 0.35310 -2.73129 0.00
H -2.07322 3.09051 -3.32927 0.00
H -3.70453 2.51667 -3.73389 0.00
H -2.28459 1.54414 -4.16894 0.00



Which of these has the lowest multiplicity?
C33H46F3N8O3S3Ti



Look up the multiplicity of the second one.
6



Which of these has the lowest multiplicity?
C33H46F3N8O3S3Ti



Which of these has the highest multiplicity?
C33H46F5N6O2RuS2Si